Record 1
The following is a DFT calculation (wB97M-V/def2-TZVPD) of one molecule with the formula C4H7NO2 in a non-equilibrium geometry.

The electronic energy is -361.77831 hartree. The spin multiplicity is 1. As for the strongest force on any atom: 3.91 eV Å⁻¹. The HOMO-LUMO gap comes out at 11.022 eV. The calculation puts the energy above the lowest of the compared OMol25 structures with the same formula, charge and spin at 64.4 kcal/mol. The calculation puts the HOMO energy at -10.11 eV.

```
14
Properties=species:S:1:pos:R:3:mulliken_charge:R:1
C -1.571 -0.969 0.153 -1.3349
C -0.453 -0.275 -0.628 0.2836
C 0.176 1.042 -0.105 -0.6007
N 0.846 0.458 1.122 -0.5328
C 1.619 -0.164 0.104 0.8341
O 2.676 0.243 -0.325 -0.5596
O 0.798 -1.043 -0.551 -0.3966
H -1.328 -1.034 1.216 0.3330
H -1.717 -1.989 -0.227 0.3358
H -2.524 -0.439 0.036 0.3450
H -0.724 -0.196 -1.684 0.3181
H -0.396 1.945 0.067 0.4243
H 1.189 1.245 -0.748 0.2647
H 1.411 1.175 1.570 0.2861
```



Record 2
The following is a DFT calculation (wB97M-V/def2-TZVPD) of one molecule with the formula C4H7NO2.

The electronic energy is -361.77696 hartree. The spin multiplicity is 1. As for the strongest force on any atom: 0.41 eV Å⁻¹. The HOMO-LUMO gap comes out at 10.538 eV. The calculation puts the energy above the lowest of the compared OMol25 structures with the same formula, charge and spin at 65.2 kcal/mol. The calculation puts the HOMO energy at -9.79 eV. The SMILES is C=N[C@H]1OC[C@@H]1O.

```
14
Properties=species:S:1:pos:R:3:mulliken_charge:R:1
C 0.138 -1.562 -1.684 -0.3340
N 0.929 -0.610 -1.420 -0.4755
C 0.811 -0.028 -0.111 0.2388
O 1.074 1.374 -0.126 -0.4190
C -0.135 1.671 0.586 -0.4907
C -0.589 0.206 0.499 -0.2523
O -0.976 -0.502 1.639 -0.5282
H 0.185 -2.040 -2.663 0.2797
H -0.613 -1.944 -0.978 0.2939
H 1.507 -0.558 0.561 0.3599
H -0.746 2.404 0.049 0.2363
H 0.048 2.024 1.609 0.2474
H -1.382 0.055 -0.237 0.4898
H -0.249 -0.488 2.275 0.3538
```



Record 3
The following is a DFT calculation (wB97M-V/def2-TZVPD) of one molecule with the formula C4H7NO2.

The electronic energy is -361.75466 hartree. The spin multiplicity is 1. As for the strongest force on any atom: 0.51 eV Å⁻¹. The HOMO-LUMO gap comes out at 9.264 eV. The calculation puts the energy above the lowest of the compared OMol25 structures with the same formula, charge and spin at 79.2 kcal/mol. The calculation puts the HOMO energy at -8.87 eV.

```
14
Properties=species:S:1:pos:R:3:mulliken_charge:R:1
N 1.110 0.337 1.888 -0.3332
C 1.522 0.691 0.642 0.3694
O 2.132 1.710 0.384 -0.6067
C 1.184 -0.342 -0.454 -0.1111
C -0.184 -0.862 -0.123 -0.4471
C -2.201 -0.236 -1.001 -0.5861
O -0.888 -0.748 -1.223 -0.1154
H 1.251 1.000 2.635 0.2447
H 0.400 -0.380 1.970 0.3162
H 1.959 -1.113 -0.439 0.2421
H 1.189 0.178 -1.419 0.2330
H -2.325 -0.091 0.073 0.3318
H -2.178 0.730 -1.508 0.2407
H -2.971 -0.875 -1.425 0.2216
```



Record 4
The following is a DFT calculation (wB97M-V/def2-TZVPD) of a 2-piece molecular cluster, C4H7NO2 overall in a non-equilibrium geometry.

The electronic energy is -361.77728 hartree. The spin multiplicity is 1. As for the strongest force on any atom: 2.37 eV Å⁻¹. The HOMO-LUMO gap comes out at 9.695 eV. The calculation puts the energy above the lowest of the compared OMol25 structures with the same formula, charge and spin at 65.0 kcal/mol. The calculation puts the HOMO energy at -9.57 eV. The SMILES is [H]/N=C(\C=C)C=O.O.

```
14
Properties=species:S:1:pos:R:3:mulliken_charge:R:1
H 2.036 0.982 -0.957 0.2407
N 1.595 0.111 -0.663 -0.6766
C 0.386 0.230 -0.293 0.9281
C -0.389 1.473 -0.329 -0.3247
C -1.621 1.610 0.153 -0.7844
C -0.321 -0.983 0.283 0.0319
O -0.454 -1.139 1.508 -0.6091
H 0.096 2.301 -0.837 0.2468
H -2.105 0.818 0.704 0.2769
H -2.170 2.529 0.022 0.2600
H -0.967 -1.492 -0.452 0.3433
O 1.112 -2.375 0.047 -0.6952
H 1.048 -2.369 1.064 0.3386
H 1.754 -1.696 -0.250 0.4235
```



Look up the spin multiplicity of the second one.
1